{
  "formula": "C17H29Al2Br3F5N3O6",
  "method": "ωB97M-V/def2-TZVPD",
  "species": ["Br", "Br", "Br", "Al", "Al", "F", "F", "F", "F", "F", "O", "O", "O", "O", "O", "O", "N", "N", "N", "C", "C", "C", "C", "C", "C", "C", "C", "C", "C", "C", "C", "C", "C", "C", "C", "C", "H", "H", "H", "H", "H", "H", "H", "H", "H", "H", "H", "H", "H", "H", "H", "H", "H", "H", "H", "H", "H", "H", "H", "H", "H", "H", "H", "H", "H"],
  "coordinates": [[-1.468, -2.249, 6.379], [-4.602, -2.246, 5.663], [-3.527, -3.943, 8.173], [2.695, 5.610, 1.438], [2.099, -1.284, -2.685], [1.166, 5.000, 2.115], [4.062, 4.873, 2.304], [2.788, 5.185, -0.289], [1.634, -1.884, -5.900], [2.760, 7.377, 1.618], [-6.193, 0.306, 1.087], [-0.720, -0.010, 3.010], [3.174, 1.636, 1.123], [-1.977, -1.938, 2.938], [1.883, 2.884, -3.344], [-0.242, -0.947, -3.155], [3.912, -0.529, 1.643], [-0.135, 1.731, -1.222], [-3.855, -3.189, 0.314], [3.875, 0.632, 0.736], [-0.519, 0.586, -1.076], [3.661, -1.821, 0.935], [1.160, -1.144, 0.159], [-0.444, -1.157, -4.598], [-0.206, -1.869, -0.250], [-3.772, 0.159, -0.941], [-1.686, -0.631, 2.448], [-1.275, -0.851, -0.937], [-3.275, -2.363, 7.076], [-2.631, -0.658, -0.093], [-1.466, -1.387, -2.439], [-3.275, -2.140, 0.102], [1.356, 4.169, -3.624], [-2.462, 0.149, 1.287], [2.115, -2.266, 0.879], [4.578, 0.743, -0.701], [1.738, -2.490, 1.939], [5.695, 0.951, -0.552], [2.076, -3.219, 0.209], [1.024, -0.296, 0.934], [-3.538, 0.374, 1.672], [1.477, 2.584, -2.518], [4.216, -2.643, 1.547], [4.406, -0.198, -1.361], [1.796, 4.536, -4.551], [-0.875, -2.218, -4.781], [-4.646, 0.335, -0.211], [0.270, 4.105, -3.738], [-2.875, -1.999, 3.345], [0.577, -1.076, -5.182], [4.136, -1.879, -0.123], [3.097, -0.408, 2.281], [-1.143, -0.360, -5.065], [-0.609, -2.405, 0.678], [1.760, -0.782, -0.764], [0.079, -2.713, -1.000], [-2.346, -0.937, -3.015], [-3.360, 1.165, -1.346], [-1.969, 1.182, 1.152], [1.607, 4.854, -2.808], [-6.993, -0.137, 0.801], [-4.167, -0.498, -1.814], [4.033, 1.601, -1.263], [-3.422, -1.499, 7.723], [-1.434, -2.548, -2.485]],
  "forces_ev_per_angstrom": [[-0.448, -0.036, 0.126], [0.217, -0.053, 0.127], [0.022, 0.318, -0.302], [0.027, 0.188, 0.272], [-0.519, -0.070, -1.309], [1.523, 0.568, -0.775], [-1.388, 0.690, -0.968], [-0.151, 0.290, 1.500], [0.044, 0.343, 0.686], [-0.086, -1.934, -0.243], [1.066, 0.435, 0.151], [-4.017, -3.002, -2.813], [2.971, -4.070, -1.586], [-0.419, 2.172, -1.101], [0.053, -0.307, -0.020], [-0.785, -0.568, -0.981], [-1.333, 0.695, -2.782], [-1.910, -6.657, 0.778], [3.379, 5.931, -1.388], [-2.853, 3.140, 1.438], [-0.112, 4.191, -0.612], [0.533, -2.031, 0.243], [0.487, -1.438, 1.802], [-1.147, -0.292, -0.486], [0.930, 0.229, 0.043], [0.557, -0.606, -0.546], [3.478, 2.476, 2.861], [1.442, 0.514, -0.116], [0.222, 0.052, 0.216], [-1.396, -0.500, -0.615], [0.452, -0.071, -0.077], [-1.991, -2.919, 1.337], [0.148, -0.043, -0.020], [-0.854, -0.892, 0.717], [0.191, 0.404, -1.078], [-0.705, -0.140, 0.059], [0.405, 0.258, -1.647], [-1.664, -0.322, -0.389], [0.031, 1.362, 1.398], [0.055, -1.025, -1.686], [1.760, -0.580, -0.604], [-0.027, 0.192, 0.064], [-0.939, 1.301, -1.091], [0.598, 1.303, 1.305], [0.014, -0.169, 0.097], [0.813, 1.783, 0.294], [0.745, -0.107, -0.798], [-0.094, 0.165, 0.055], [0.595, 0.136, -0.577], [-0.439, -0.598, 0.284], [-0.789, 0.440, 1.841], [1.104, 0.384, -0.172], [1.068, -1.051, 1.017], [0.328, 0.877, -1.328], [-1.023, 0.079, 1.705], [-0.665, 1.373, 1.157], [1.165, -0.702, 1.046], [-0.695, -1.689, 0.827], [-0.472, -1.872, 0.045], [-0.095, 0.111, 0.100], [-0.649, -0.426, -0.339], [0.657, 1.236, 1.513], [1.196, -1.236, 1.288], [0.005, -0.250, -0.224], [-0.614, 2.020, 0.282]],
  "multiplicity": 1,
  "e_homo_ev": -10.0,
  "orbital_gap_ev": 1.5
}



{
  "formula": "C17H29ClO22S5",
  "method": "ωB97M-V/def2-TZVPD",
  "species": ["Cl", "S", "S", "S", "S", "S", "O", "O", "O", "O", "O", "O", "O", "O", "O", "O", "O", "O", "O", "O", "O", "O", "O", "O", "O", "O", "O", "O", "C", "C", "C", "C", "C", "C", "C", "C", "C", "C", "C", "C", "C", "C", "C", "C", "C", "H", "H", "H", "H", "H", "H", "H", "H", "H", "H", "H", "H", "H", "H", "H", "H", "H", "H", "H", "H", "H", "H", "H", "H", "H", "H", "H", "H", "H"],
  "coordinates": [[-3.709, 0.324, -0.751], [-2.064, -3.645, 6.458], [-0.256, 5.132, -2.163], [2.993, -5.007, -3.406], [-3.343, -4.224, 2.696], [6.401, 4.567, -1.533], [-2.370, -2.685, 5.434], [4.423, -4.617, -2.737], [-2.079, -5.063, 6.228], [-4.642, -4.833, 2.765], [1.760, 1.859, -2.136], [2.688, -4.044, -4.426], [-0.270, 3.698, -2.397], [-2.995, -3.330, 7.754], [-0.562, 2.028, -2.649], [-3.319, -2.947, 3.702], [6.076, 4.281, -3.101], [-3.231, -3.398, 1.299], [2.980, -6.425, -3.640], [4.922, 4.234, -0.946], [-0.632, -3.254, 7.126], [-1.188, 5.445, -0.865], [-0.564, 6.094, -3.186], [2.060, -4.697, -2.110], [6.653, 5.972, -1.371], [7.307, 3.552, -1.068], [-2.123, -4.963, 2.878], [1.175, 5.525, -1.494], [-2.445, 0.359, -3.293], [-3.783, 0.913, -2.533], [-3.384, -2.004, 1.558], [-2.163, -3.212, 8.907], [4.004, 4.073, -2.028], [-5.051, 0.122, -3.209], [-1.406, 1.537, -3.739], [4.841, 3.572, -3.198], [0.816, -0.303, -2.942], [-2.880, -1.798, 2.981], [4.203, -3.999, -1.469], [2.892, -4.582, -0.956], [-0.851, -2.633, 8.392], [-0.355, 5.563, 0.287], [0.551, -1.601, -3.216], [0.688, 1.289, -2.564], [0.956, 6.145, -0.227], [2.421, -3.947, -0.203], [3.040, -5.585, -0.545], [-3.884, 2.061, -2.605], [5.037, -4.205, -0.795], [-0.932, -1.554, 8.232], [5.056, 2.503, -3.100], [-2.819, -1.417, 0.831], [-5.960, 0.265, -2.510], [-2.749, -0.327, -4.197], [0.872, 7.224, -0.386], [-4.768, -1.014, -3.193], [-1.991, 2.463, -4.164], [3.563, 5.050, -2.248], [4.364, 3.759, -4.161], [-0.801, 1.109, -4.650], [-1.786, -1.777, 3.013], [-2.633, -2.575, 9.658], [-5.280, 0.468, -4.288], [-3.273, -0.886, 3.434], [-2.016, -4.215, 9.321], [-1.894, -0.316, -2.520], [-0.017, -2.838, 9.067], [1.790, 5.941, 0.447], [-0.207, 4.560, 0.700], [4.120, -2.920, -1.625], [3.213, 3.371, -1.756], [0.082, -2.660, -3.385], [-0.826, 6.198, 1.039], [-4.447, -1.757, 1.477]],
  "forces_ev_per_angstrom": [[-0.173, 1.004, -1.420], [0.021, 0.006, -0.050], [0.158, 0.915, 0.003], [0.129, -0.249, 0.004], [-0.089, 0.363, 0.176], [-0.073, -0.129, -0.055], [1.916, -0.689, 4.251], [-0.840, -0.524, -0.246], [0.033, 1.500, -0.081], [1.273, 0.250, 0.071], [-5.676, -2.757, -2.027], [0.041, -1.031, 0.798], [1.188, 9.771, 1.071], [0.469, 0.272, -0.718], [1.523, -12.003, -2.459], [-2.183, -1.324, -4.088], [0.122, 0.613, 0.861], [0.323, -0.434, 0.573], [0.039, 1.441, -0.085], [1.111, -0.088, -0.266], [-0.626, -0.533, -0.049], [0.475, 0.293, -0.733], [0.048, -0.955, 0.774], [0.447, 0.291, -0.860], [0.071, -1.299, -0.115], [-0.694, 1.148, -0.208], [-1.236, 0.418, -0.289], [-0.754, -0.369, -0.055], [0.402, 0.288, 0.897], [-0.172, -1.288, -1.930], [-0.302, 0.478, 0.226], [0.401, -0.366, 0.381], [-0.561, 0.187, -0.565], [0.373, -0.072, 1.167], [-1.442, -1.211, -1.751], [-0.385, -0.642, 0.227], [-3.225, -6.428, -1.557], [0.414, 0.085, -0.345], [-0.190, 0.573, 0.375], [0.451, -0.352, 0.481], [-0.168, 0.485, 0.310], [0.434, -0.355, 0.401], [0.507, 7.789, 1.842], [3.412, 0.884, 1.407], [-0.140, 0.561, 0.398], [-0.117, -0.030, -0.294], [0.021, 0.105, 0.030], [0.168, -1.964, 0.528], [-0.046, -0.127, -0.276], [-0.008, -0.055, 0.076], [-0.111, 0.053, -0.023], [-0.002, -0.395, 0.103], [1.327, -0.211, -1.390], [0.595, 1.582, 1.615], [-0.002, -0.067, 0.074], [-0.613, 2.135, -0.150], [1.193, -1.595, 1.118], [0.043, -0.107, -0.046], [0.245, 0.163, 0.108], [-0.798, 0.929, 1.923], [-0.054, 0.072, -0.007], [-0.114, -0.031, -0.287], [0.502, -0.479, 1.857], [-0.081, -0.284, 0.097], [0.041, 0.103, 0.040], [-0.927, 1.157, -1.590], [-0.042, -0.115, -0.263], [-0.031, -0.117, -0.263], [0.043, 0.097, 0.038], [-0.008, -0.064, 0.065], [0.308, 0.169, 0.102], [1.642, 2.527, 0.359], [-0.109, -0.026, -0.289], [0.081, 0.056, 0.001]],
  "multiplicity": 1,
  "e_above_lowest_kj_mol": 0.0,
  "e_homo_ev": -10.2,
  "orbital_gap_ev": 9.7
}



{
  "formula": "C17H29N3O2",
  "method": "ωB97M-V/def2-TZVPD",
  "species": ["O", "O", "N", "N", "N", "C", "C", "C", "C", "C", "C", "C", "C", "C", "C", "C", "C", "C", "C", "C", "C", "C", "H", "H", "H", "H", "H", "H", "H", "H", "H", "H", "H", "H", "H", "H", "H", "H", "H", "H", "H", "H", "H", "H", "H", "H", "H", "H", "H", "H", "H"],
  "coordinates": [[-3.870, 2.383, 1.094], [0.401, -2.718, 1.046], [1.173, -0.917, 1.572], [-2.178, -1.794, 0.551], [3.039, 0.228, -0.116], [-3.271, -1.077, 0.214], [1.874, -0.332, -2.130], [-3.998, 1.201, 0.591], [0.705, 0.548, -1.983], [-1.780, 0.234, 0.957], [0.113, -1.664, 1.251], [-0.701, -0.044, -2.405], [3.059, 0.005, -1.772], [-1.190, -0.961, 1.014], [-5.276, 1.044, -0.497], [2.423, -1.224, 1.853], [-3.194, 0.230, 0.719], [-4.354, -1.907, -0.393], [3.385, -0.877, 0.514], [3.927, 1.241, 0.397], [-1.055, 1.664, 1.653], [3.893, 1.761, 1.582], [3.125, -1.780, -0.358], [1.989, -0.775, -3.163], [-0.565, 1.240, 2.800], [0.521, 0.729, -0.890], [-1.927, -2.655, -0.012], [-0.941, -0.927, -2.021], [4.512, 2.610, 1.872], [3.079, 1.038, -2.030], [-1.553, 0.733, -2.425], [-5.774, 1.966, -0.465], [1.538, -1.357, -1.561], [-0.413, 1.950, 0.923], [2.824, 1.936, 1.886], [-4.198, -3.178, -0.425], [-5.393, -1.828, 0.360], [-0.816, -0.186, -3.506], [4.958, 1.189, -0.102], [0.909, 1.317, -2.507], [-4.927, 0.743, -1.331], [4.271, 1.165, 2.361], [0.917, 0.350, 1.394], [-4.651, -1.435, -1.421], [3.772, -0.360, -2.068], [-5.962, 0.239, 0.059], [3.790, 2.071, -0.474], [2.543, -2.337, 2.113], [-1.834, 2.206, 1.663], [2.755, -0.586, 2.831], [4.327, -1.104, 0.785]],
  "forces_ev_per_angstrom": [[-0.304, -3.815, -1.273], [-0.200, -13.437, -2.455], [-5.772, 10.196, -0.231], [-0.097, -1.730, -2.304], [0.227, 2.847, -2.582], [-1.548, -2.726, 0.706], [-9.715, -9.356, -2.823], [-7.856, 11.369, -1.969], [-3.867, -4.919, 4.196], [2.874, 6.125, 5.058], [0.006, 10.585, 1.054], [0.572, 5.109, -4.015], [-4.787, 12.676, 11.601], [-0.182, -1.454, -0.752], [-1.187, -0.678, 9.919], [5.751, -0.842, 1.370], [7.728, -8.828, -1.017], [-3.880, -1.606, 0.396], [-4.987, -8.144, 0.084], [2.507, 1.165, -15.192], [2.909, -9.677, 2.838], [-2.160, 3.711, 9.805], [0.445, 1.525, 2.932], [-0.641, 0.609, 0.392], [-1.474, 1.829, -3.738], [0.741, 0.496, -0.955], [-0.522, 1.170, 1.397], [-1.096, -3.491, 2.238], [-0.263, 0.658, -1.146], [0.986, 1.424, -0.433], [1.234, -0.984, 1.343], [-0.553, 1.220, -0.264], [0.814, 1.670, -1.034], [2.619, 1.161, -1.665], [0.778, 0.343, 0.018], [0.038, 4.017, -0.136], [2.925, -0.148, -2.343], [0.974, -0.389, 0.266], [-0.192, -1.330, 1.447], [0.878, 6.171, -3.263], [2.116, -2.099, -5.986], [0.285, -1.802, 1.169], [1.391, -5.239, 0.936], [0.346, -1.413, 1.823], [13.425, -7.653, -4.999], [1.235, 1.651, -1.652], [-0.684, -0.527, 2.030], [-0.173, 1.642, -0.445], [-5.270, 4.520, 1.046], [-0.258, -1.505, -2.258], [3.863, -0.098, 0.863]],
  "multiplicity": 1,
  "e_above_lowest_kj_mol": 1623.3,
  "e_homo_ev": -8.2,
  "orbital_gap_ev": 8.5
}



{
  "formula": "C17H30BClI2N2O6S5",
  "method": "ωB97M-V/def2-TZVPD",
  "species": ["I", "I", "Cl", "S", "S", "S", "S", "S", "O", "O", "O", "O", "O", "O", "N", "N", "C", "C", "C", "C", "C", "C", "C", "C", "C", "C", "C", "C", "C", "C", "C", "C", "C", "B", "H", "H", "H", "H", "H", "H", "H", "H", "H", "H", "H", "H", "H", "H", "H", "H", "H", "H", "H", "H", "H", "H", "H", "H", "H", "H", "H", "H", "H", "H"],
  "coordinates": [[2.561, 2.817, -3.613], [4.388, -0.253, -3.050], [0.519, -1.453, -4.214], [-3.216, 0.293, -1.454], [-4.908, 3.034, -3.199], [4.185, 2.796, 0.652], [0.861, -3.557, 5.277], [0.066, -4.176, 1.445], [2.284, -0.301, 1.826], [4.500, 3.502, -0.614], [1.723, -4.211, 4.260], [-2.379, -0.258, -2.553], [4.123, -0.563, 0.391], [-4.610, 3.377, -1.785], [1.106, -2.964, 1.341], [-0.511, -4.196, -0.054], [-2.624, -0.434, 0.082], [-6.357, 3.989, -3.670], [1.841, -1.447, -0.432], [0.293, 1.314, -2.304], [-0.019, -2.869, -2.065], [-0.715, -4.423, 5.271], [1.392, -4.158, 6.886], [1.684, -1.115, -1.754], [0.744, -1.853, -2.547], [-3.741, 3.937, -4.221], [2.401, 0.009, -2.418], [1.051, -2.523, 0.079], [-4.792, -0.567, -1.476], [5.747, 2.287, 1.378], [3.812, 4.060, 1.877], [0.135, -3.234, -0.714], [1.729, 1.130, -2.658], [2.773, -0.727, 0.628], [-1.206, -4.219, 4.322], [-0.728, -3.373, -2.699], [-1.334, -4.053, 6.089], [2.881, 4.540, 1.587], [-0.006, 0.677, -1.477], [5.569, 1.874, 2.371], [-3.279, -0.133, 0.899], [-2.751, 3.521, -4.043], [-1.618, -0.059, 0.266], [0.705, -3.798, 7.652], [-3.754, 4.991, -3.946], [-0.545, -5.495, 5.375], [-5.380, -0.260, -0.611], [1.420, -5.248, 6.879], [0.069, 2.337, -2.034], [3.693, 3.593, 2.855], [6.420, 3.143, 1.435], [-6.195, 5.040, -3.430], [-7.205, 3.609, -3.106], [2.977, -0.416, 2.483], [2.388, -3.766, 7.076], [-5.311, -0.284, -2.390], [-4.626, -1.645, -1.464], [-6.542, 3.865, -4.737], [-0.291, 0.994, -3.161], [4.421, -1.304, -0.149], [-4.005, 3.812, -5.271], [-2.599, -1.522, -0.008], [6.174, 1.521, 0.735], [4.615, 4.798, 1.902]],
  "forces_ev_per_angstrom": [[-0.166, -0.341, 0.078], [-0.307, -0.289, 0.138], [0.131, 0.042, -0.176], [0.006, 0.348, 0.193], [-0.005, -0.057, -0.009], [-0.171, -0.134, 0.035], [-0.023, 0.129, 0.017], [0.155, 0.162, -0.068], [-0.254, -0.225, -0.164], [0.104, 0.113, -0.056], [-0.052, -0.127, 0.003], [-0.049, -0.308, -0.101], [-0.198, -0.691, 0.438], [-0.061, 0.104, 0.052], [-0.005, -0.213, 0.206], [-0.194, -0.295, 0.101], [0.014, -0.193, 0.017], [-0.062, 0.070, -0.083], [-0.062, 0.310, 0.326], [-0.008, -0.137, 0.080], [-0.025, 0.077, -0.275], [-0.077, -0.083, 0.036], [0.014, -0.077, 0.096], [0.371, -0.319, -0.053], [-0.378, -0.423, -0.166], [0.071, 0.068, -0.069], [0.108, 0.408, 0.139], [0.450, 0.401, 0.408], [-0.040, -0.179, -0.017], [0.125, -0.001, 0.058], [0.042, 0.083, 0.096], [-0.282, -0.073, -0.324], [0.530, 0.571, 0.070], [0.356, 0.273, -0.288], [0.026, 0.040, -0.010], [-0.092, -0.063, -0.070], [0.005, 0.025, -0.007], [-0.009, -0.034, -0.046], [0.051, -0.127, 0.080], [-0.021, -0.023, -0.021], [-0.001, 0.040, -0.013], [-0.021, -0.050, 0.032], [0.003, 0.037, -0.029], [0.000, 0.026, -0.012], [-0.030, -0.016, 0.050], [0.052, 0.010, -0.015], [0.017, 0.048, -0.003], [-0.001, 0.004, -0.054], [-0.060, 0.209, -0.111], [-0.016, -0.018, -0.010], [-0.047, 0.032, -0.033], [0.047, -0.018, 0.033], [0.031, -0.037, 0.027], [0.047, 0.384, 0.174], [0.003, 0.028, -0.046], [0.041, 0.049, -0.013], [0.041, 0.012, -0.012], [-0.001, -0.021, 0.001], [-0.356, 0.198, -0.084], [0.284, 0.347, -0.433], [-0.001, -0.031, 0.004], [0.007, 0.003, -0.043], [-0.071, -0.023, -0.027], [0.013, -0.024, -0.046]],
  "multiplicity": 1,
  "e_homo_ev": -8.3,
  "orbital_gap_ev": 7.7
}